No. 1
The following is a quantum chemistry calculation of a gas-phase ion, C8H9N2 (charge +1) in a non-equilibrium geometry, from the OMol25 dataset.

Structure (XYZ):
```
19
Properties=species:S:1:pos:R:3:forces:R:3:lowdin_charge:R:1
C 2.952093 0.200809 0.175244 0.15 -2.19 -1.16 0.02
C 2.067250 1.254100 -0.032795 0.87 -0.16 -0.23 -0.04
C 2.479520 -1.176313 0.209785 2.55 1.36 -0.45 -0.05
C 0.718562 1.006393 -0.143767 0.23 -0.63 0.28 0.03
C 1.194954 -1.436388 -0.063280 -2.53 -0.69 0.59 0.01
C 0.270376 -0.327224 -0.130400 1.75 -0.86 0.38 -0.14
C -1.064383 -0.537559 -0.335282 -1.35 2.67 -0.64 -0.23
C -2.975926 0.952306 0.407031 -0.66 -1.59 1.75 -0.03
N -2.148332 0.268545 -0.527914 1.38 -1.15 -1.41 0.02
N -2.061615 -1.253999 -0.781806 -1.50 -2.51 0.35 0.23
H 4.056547 0.217276 -0.000994 -1.05 0.83 0.76 0.14
H 2.435029 2.235366 -0.280579 0.13 0.22 0.34 0.12
H 3.276379 -1.944704 0.217838 -0.86 0.36 0.23 0.13
H 0.056776 1.824538 -0.347745 -0.41 0.15 -0.01 0.13
H 0.781359 -2.481527 -0.137363 0.60 1.23 -0.01 0.15
H -3.900256 1.290586 -0.047364 0.29 0.41 -0.32 0.10
H -3.309878 0.195107 1.174716 0.45 0.98 -0.16 0.12
H -2.333628 1.726842 0.820267 -0.47 0.22 0.26 0.10
H -2.494825 -2.014157 -0.175593 0.43 1.32 -0.54 0.19
```
Positions in Å, forces in eV/Å.

Output
**Gap between HOMO and LUMO**: 0.3141 hartree
**Energy above the lowest of the compared OMol25 structures with the same formula, charge and spin**: 234.3 kJ/mol
**Charge**: +1
**SMILES string**: CN1[NH+]=C1c1ccccc1
**Molar mass**: 133.174 g/mol
**DFT total energy**: -419.36107 Eh
**2S+1**: 1



No. 2
The following is a quantum chemistry calculation of a gas-phase ion, C8H9N2O (charge -1) in a non-equilibrium geometry, from the OMol25 dataset.

Structure (XYZ):
```
20
Properties=species:S:1:pos:R:3:forces:R:3:lowdin_charge:R:1
C 0.347541 -1.958390 -1.690196 -0.47 -1.88 0.12 -0.16
C 1.061618 -1.035401 -2.483616 -1.06 2.24 0.01 -0.17
C -0.073676 -1.626716 -0.411176 1.79 0.62 -2.25 -0.08
C 1.513977 0.129302 -1.868302 2.31 -1.09 0.23 -0.07
C 0.228327 -0.341405 0.118733 1.20 -0.67 -0.40 -0.23
C 1.513161 0.209466 -0.403288 -0.73 0.43 -1.06 -0.29
C -1.185352 1.341241 1.296784 2.01 2.95 -0.10 -0.25
C -2.336359 1.377222 2.210218 -0.90 -0.21 0.79 -0.16
N -0.745123 0.149246 0.899995 -0.55 -0.19 0.59 0.01
N 2.618377 0.450731 0.331773 0.00 1.38 -0.31 -0.12
O 3.636533 1.020724 -0.268521 -1.29 -1.02 0.52 -0.28
H 0.243134 -2.993922 -2.138891 -0.25 1.18 0.87 0.09
H 0.969562 -1.032854 -3.578152 0.61 -0.54 0.37 0.08
H -0.429368 -2.299072 0.282660 -1.40 -1.84 1.06 0.06
H 2.373227 0.637035 -2.367739 -1.13 0.20 0.29 0.09
H -0.415854 2.196637 1.377763 -1.33 -1.52 -0.38 0.13
H -2.650528 0.300316 2.524686 0.33 1.93 -0.16 0.10
H -3.245057 1.982156 1.927454 0.56 -0.90 -0.41 0.06
H -1.956876 1.994018 3.021970 -0.33 -0.46 1.06 0.05
H -1.467264 -0.500333 1.217846 0.60 -0.60 -0.84 0.13
```
Positions in Å, forces in eV/Å.

Output
**Gap between HOMO and LUMO (alpha / beta)**: 0.2074 / 0.2042 hartree
**Energy above the lowest of the compared OMol25 structures with the same formula, charge and spin**: 295.5 kJ/mol
**Charge**: -1
**Molar mass**: 149.173 g/mol
**DFT total energy**: -494.80721 Eh
**2S+1**: 1



No. 3
The following is a quantum chemistry calculation of a gas-phase ion, C8H9N2O (charge +1) in a non-equilibrium geometry, from the OMol25 dataset.

Structure (XYZ):
```
20
Properties=species:S:1:pos:R:3:forces:R:3:lowdin_charge:R:1
C 0.082983 -2.656384 1.567771 -0.51 2.39 -1.35 -0.02
C 0.688117 -2.938131 0.345719 -0.91 -0.98 1.45 -0.07
C -0.352842 -1.356998 1.839625 -0.57 0.06 3.99 -0.08
C 1.054453 -1.885337 -0.401432 2.11 1.42 -2.64 0.00
C -0.182818 -0.313142 1.010875 0.44 1.23 -0.99 -0.05
C 0.607075 -0.549320 -0.104856 -0.58 -2.25 -0.73 -0.29
C 0.727923 1.607438 -1.200273 -0.16 -0.07 -0.26 -0.05
C -0.507531 2.407649 -0.999508 0.54 -3.77 0.62 -0.38
N 1.012907 0.403900 -0.946371 1.47 1.42 -0.64 0.14
N -1.679235 1.851501 -0.928965 -1.51 -2.02 -0.99 0.26
O -0.426905 3.633893 -0.782558 1.94 4.00 -0.45 0.21
H -0.096592 -3.272921 2.357612 -0.25 -2.43 1.55 0.08
H 0.863946 -3.938477 -0.008293 0.41 -0.24 0.31 0.12
H -0.703879 -1.041259 2.911133 0.31 -1.23 -2.09 0.16
H 1.835898 -2.142296 -1.247525 -2.00 1.19 1.42 0.17
H 1.531575 2.188423 -1.623421 0.17 0.41 -0.60 0.13
H -0.490748 0.707285 1.270067 0.10 -0.53 -0.03 0.12
H -1.959539 0.868793 -1.203465 1.51 1.36 0.55 0.20
H -2.511656 2.394427 -0.898562 -0.46 1.04 0.32 0.14
H 0.506870 4.030955 -0.957573 -2.03 -1.00 0.56 0.22
```
Positions in Å, forces in eV/Å.

Output
**Gap between HOMO and LUMO (alpha / beta)**: 0.2604 / 0.2604 hartree
**Energy above the lowest of the compared OMol25 structures with the same formula, charge and spin**: 189.3 kJ/mol
**Charge**: +1
**SMILES string**: [NH2+]=C(O)/C=N\c1ccccc1
**Molar mass**: 149.173 g/mol
**DFT total energy**: -494.67744 Eh
**2S+1**: 1



No. 4
The following is a quantum chemistry calculation of 2 unconnected molecules or ions with the total composition C8H9N2O3 in a non-equilibrium geometry, from the OMol25 dataset.

Structure (XYZ):
```
22
Properties=species:S:1:pos:R:3:forces:R:3:lowdin_charge:R:1
C 3.076311 -0.785562 0.021144 -1.40 -0.06 -1.07 -0.11
C 2.130220 -1.760578 0.328976 -0.64 2.82 0.33 -0.12
C 2.689802 0.468906 -0.492105 -0.71 -3.69 2.19 -0.13
C 0.807770 -1.353000 0.416716 0.73 2.07 -1.31 -0.09
C 1.386265 0.855073 -0.478154 -0.72 -1.66 0.56 -0.15
C 0.425672 -0.027382 0.014815 -2.26 -1.27 -0.61 -0.03
C -2.507906 -0.806054 0.221241 0.68 1.74 0.52 -0.71
C -1.858731 0.437776 -0.576968 1.15 -1.10 -0.53 -0.21
N -1.543384 1.748074 1.260013 0.26 3.07 0.93 -0.03
N -1.882689 1.783687 -0.098143 -0.73 -4.45 0.17 -0.04
O -2.868605 -1.703417 -0.516776 -0.36 -1.29 -1.77 -0.02
O -2.578944 -0.727608 1.446904 -0.17 0.17 0.83 -0.04
O -1.997594 0.300214 -1.937555 0.11 0.23 0.52 0.01
H 4.068430 -1.083272 0.100137 1.93 -0.10 -0.09 0.06
H 2.342180 -2.707952 0.705001 0.85 -1.56 0.34 0.07
H 3.405744 1.124700 -0.701365 3.03 2.71 -1.15 0.04
H 0.189707 -2.128829 0.766793 -1.64 -0.31 0.32 0.07
H 1.228925 1.831955 -0.841635 -0.94 1.15 -0.37 0.07
H -2.232190 1.215978 1.774370 0.37 -0.33 -0.35 0.05
H -0.567903 1.618678 1.582466 -0.85 -0.62 -1.24 0.08
H -1.408274 2.317420 -0.782540 0.91 1.37 0.14 0.10
H -2.304816 -0.618802 -2.213343 0.40 1.12 1.62 0.13
```
Positions in Å, forces in eV/Å.

Output
**Gap between HOMO and LUMO (alpha / beta)**: 0.2731 / 0.2731 hartree
**Energy above the lowest of the compared OMol25 structures with the same formula, charge and spin**: 218.9 kJ/mol
**Charge**: -1
**Molar mass**: 181.171 g/mol
**DFT total energy**: -645.40204 Eh
**2S+1**: 1



Copy entry 4 word for word.
The following is a quantum chemistry calculation of 2 unconnected molecules or ions with the total composition C8H9N2O3 in a non-equilibrium geometry, from the OMol25 dataset.

Structure (XYZ):
```
22
Properties=species:S:1:pos:R:3:forces:R:3:lowdin_charge:R:1
C 3.076311 -0.785562 0.021144 -1.40 -0.06 -1.07 -0.11
C 2.130220 -1.760578 0.328976 -0.64 2.82 0.33 -0.12
C 2.689802 0.468906 -0.492105 -0.71 -3.69 2.19 -0.13
C 0.807770 -1.353000 0.416716 0.73 2.07 -1.31 -0.09
C 1.386265 0.855073 -0.478154 -0.72 -1.66 0.56 -0.15
C 0.425672 -0.027382 0.014815 -2.26 -1.27 -0.61 -0.03
C -2.507906 -0.806054 0.221241 0.68 1.74 0.52 -0.71
C -1.858731 0.437776 -0.576968 1.15 -1.10 -0.53 -0.21
N -1.543384 1.748074 1.260013 0.26 3.07 0.93 -0.03
N -1.882689 1.783687 -0.098143 -0.73 -4.45 0.17 -0.04
O -2.868605 -1.703417 -0.516776 -0.36 -1.29 -1.77 -0.02
O -2.578944 -0.727608 1.446904 -0.17 0.17 0.83 -0.04
O -1.997594 0.300214 -1.937555 0.11 0.23 0.52 0.01
H 4.068430 -1.083272 0.100137 1.93 -0.10 -0.09 0.06
H 2.342180 -2.707952 0.705001 0.85 -1.56 0.34 0.07
H 3.405744 1.124700 -0.701365 3.03 2.71 -1.15 0.04
H 0.189707 -2.128829 0.766793 -1.64 -0.31 0.32 0.07
H 1.228925 1.831955 -0.841635 -0.94 1.15 -0.37 0.07
H -2.232190 1.215978 1.774370 0.37 -0.33 -0.35 0.05
H -0.567903 1.618678 1.582466 -0.85 -0.62 -1.24 0.08
H -1.408274 2.317420 -0.782540 0.91 1.37 0.14 0.10
H -2.304816 -0.618802 -2.213343 0.40 1.12 1.62 0.13
```
Positions in Å, forces in eV/Å.

Output
**Gap between HOMO and LUMO (alpha / beta)**: 0.2731 / 0.2731 hartree
**Energy above the lowest of the compared OMol25 structures with the same formula, charge and spin**: 218.9 kJ/mol
**Charge**: -1
**Molar mass**: 181.171 g/mol
**DFT total energy**: -645.40204 Eh
**2S+1**: 1